{
  "formula": "C46H50N3O",
  "method": "ωB97M-V/def2-TZVPD",
  "elements": ["C", "C", "C", "C", "C", "C", "C", "C", "C", "C", "C", "H", "H", "H", "H", "H", "H", "H", "H", "H", "H", "H", "H", "H", "H", "H", "C", "C", "C", "C", "C", "C", "N", "C", "C", "C", "C", "C", "C", "C", "N", "N", "C", "C", "C", "C", "C", "C", "C", "C", "C", "C", "C", "O", "C", "C", "C", "C", "C", "C", "C", "C", "C", "C", "C", "H", "H", "H", "H", "H", "H", "H", "H", "H", "H", "H", "H", "H", "H", "H", "H", "H", "H", "H", "H", "H", "H", "H", "H", "H", "H", "H", "H", "H", "H", "H", "H", "H", "H", "H"],
  "coordinates": [[-3.181556, -0.044094, 0.928832], [-2.395645, 0.288946, 2.148100], [-0.914072, 0.254895, 2.053325], [-0.162717, 1.460874, 1.990942], [-0.785426, 2.816268, 2.143686], [1.174225, 1.443216, 1.606785], [1.826853, 0.261756, 1.273688], [3.257120, 0.298895, 0.831315], [1.077519, -0.921250, 1.269772], [-0.259919, -0.943037, 1.684988], [-0.991748, -2.246224, 1.606362], [-3.994986, 0.680034, 0.751643], [-2.554440, -0.073608, 0.023877], [-3.597495, -1.049727, 1.069400], [-2.764166, 1.150307, 2.693411], [-0.008033, 3.549167, 2.393883], [-1.222992, 3.137276, 1.187257], [-1.565551, 2.883428, 2.906064], [1.714023, 2.394282, 1.528770], [3.654523, -0.708417, 0.707949], [3.373973, 0.836449, -0.119476], [3.866281, 0.829990, 1.568955], [1.537850, -1.848550, 0.916810], [-0.388331, -3.077161, 1.997782], [-1.921266, -2.199726, 2.183658], [-1.231088, -2.493685, 0.559586], [-8.720873, 2.721049, 6.891889], [-8.217454, 1.967690, 5.694243], [-9.011457, 0.997190, 5.084846], [-8.537022, 0.194315, 4.036740], [-9.462053, -0.865330, 3.514731], [-7.220122, 0.405782, 3.591362], [-6.600760, -0.471005, 2.653321], [-7.150429, -0.864920, 1.440550], [-8.193074, -0.127829, 0.744472], [-9.013425, -0.839163, -0.162170], [-10.091379, -0.198220, -0.772742], [-10.326919, 1.162515, -0.537338], [-9.458348, 1.896279, 0.279451], [-8.384627, 1.263406, 0.900523], [-6.541201, -1.931739, 0.991031], [-5.491384, -2.181348, 1.854029], [-4.586965, -3.264350, 1.565587], [-4.136952, -3.426701, 0.238109], [-4.667738, -2.639312, -0.911041], [-3.122247, -4.368169, 0.005137], [-2.623447, -5.188699, 1.026198], [-1.515906, -6.165476, 0.762510], [-3.197028, -5.102415, 2.293940], [-4.217172, -4.187712, 2.566179], [-4.929509, -4.274615, 3.868935], [-5.457364, -1.254711, 2.844319], [-4.370827, -1.093773, 3.806395], [-3.140577, -0.921084, 3.381416], [-4.567225, -1.103839, 5.227771], [-3.385760, -0.771753, 6.061771], [-5.854600, -1.331502, 5.846560], [-6.863907, -2.120971, 5.261846], [-8.040366, -2.430734, 5.943505], [-8.299002, -1.849663, 7.185448], [-7.350789, -0.994261, 7.755702], [-6.135044, -0.768682, 7.123530], [-6.467339, 1.477298, 4.075732], [-5.172150, 1.893664, 3.460986], [-6.960317, 2.224683, 5.152184], [-7.935020, 3.386577, 7.267704], [-9.608021, 3.323868, 6.644770], [-9.003093, 2.024537, 7.694742], [-10.020293, 0.809917, 5.465284], [-8.946136, -1.802690, 3.279164], [-10.218080, -1.087765, 4.281579], [-10.004223, -0.527267, 2.619861], [-8.790465, -1.892699, -0.344903], [-10.752085, -0.773384, -1.427918], [-11.176601, 1.658482, -1.012189], [-9.620913, 2.962909, 0.443887], [-7.687357, 1.836073, 1.512594], [-4.400200, -3.151456, -1.843885], [-5.756463, -2.556374, -0.851109], [-4.245027, -1.627132, -0.963312], [-2.718677, -4.473821, -1.006089], [-1.373367, -6.821732, 1.628389], [-1.748704, -6.785881, -0.110226], [-0.566232, -5.652766, 0.560565], [-2.874710, -5.780974, 3.088811], [-4.542334, -5.116988, 4.456816], [-4.757169, -3.379903, 4.480306], [-6.010030, -4.424832, 3.747231], [-3.474245, -1.222985, 7.064299], [-2.453327, -1.120622, 5.589479], [-3.307192, 0.326072, 6.179953], [-6.692335, -2.523814, 4.263864], [-8.753102, -3.118632, 5.484112], [-9.243616, -2.051444, 7.690684], [-7.550104, -0.516389, 8.714168], [-5.385789, -0.119424, 7.583618], [-5.205324, 2.962771, 3.185754], [-4.332076, 1.773600, 4.164045], [-4.958480, 1.338227, 2.543056], [-6.330984, 3.015674, 5.568386]],
  "forces_ev_per_angstrom": [[-0.3, -0.4, -0.7], [-0.8, 0.2, 1.4], [0.6, -0.8, -0.2], [-0.5, -0.1, 0.1], [-0.1, 0.5, 0.0], [-0.1, -0.1, 0.2], [-0.5, -0.2, -0.4], [0.2, 0.0, 0.0], [0.0, 0.3, 0.4], [0.5, 0.2, -0.5], [-0.3, -0.3, 0.1], [0.2, -0.3, 0.1], [-0.1, 0.1, 0.4], [0.2, 0.5, -0.4], [0.1, 0.0, -0.2], [-0.3, -0.2, 0.0], [0.0, -0.1, 0.2], [0.1, -0.1, 0.0], [-0.2, -0.4, 0.1], [0.0, 0.1, 0.0], [-0.1, -0.1, 0.2], [0.0, -0.1, -0.1], [-0.1, 0.2, 0.3], [-0.1, 0.3, -0.1], [0.2, -0.2, -0.2], [0.1, 0.1, 0.3], [0.0, 0.1, 0.1], [0.1, 0.0, -0.2], [0.3, -0.3, -0.3], [0.0, 0.1, 0.6], [-0.3, -0.2, 0.0], [0.0, 1.0, 0.6], [1.2, -1.0, -0.9], [0.9, -0.5, 0.8], [-1.0, 0.3, -1.0], [0.1, 0.4, 0.5], [0.2, 0.0, 0.0], [0.2, -0.1, 0.1], [0.0, -0.2, -0.1], [0.1, -0.6, 0.1], [0.0, 0.3, 0.4], [-1.2, 1.1, 0.4], [0.4, -0.7, -0.3], [0.7, -0.2, 0.5], [-0.1, 0.1, -0.8], [-0.4, -0.1, 0.4], [-0.1, 0.3, 0.0], [0.1, -0.2, 0.0], [-0.3, 0.2, -0.3], [0.1, 0.2, -0.4], [0.2, 0.0, 0.9], [-1.5, -0.6, -1.2], [-0.4, 1.0, 4.2], [2.1, 0.4, -1.7], [0.1, 0.5, -3.8], [0.6, 0.0, 0.5], [-1.2, -0.2, 1.0], [0.2, -0.1, 0.3], [0.2, 0.3, 0.0], [0.1, 0.0, -0.2], [0.0, -0.1, -0.1], [0.2, -0.1, -0.6], [-0.3, 0.2, 0.5], [0.6, 0.4, -0.2], [-0.1, -0.2, -0.2], [-0.3, -0.1, 0.0], [0.3, -0.2, 0.1], [0.1, 0.2, -0.2], [0.3, 0.1, -0.1], [-0.1, 0.2, -0.1], [0.3, 0.0, -0.3], [0.2, -0.1, 0.2], [-0.2, 0.3, 0.1], [0.3, 0.3, 0.2], [0.3, -0.2, 0.2], [0.1, -0.3, -0.1], [-0.3, -0.1, -0.1], [0.0, 0.2, 0.2], [0.5, 0.0, -0.3], [-0.1, -0.2, 0.0], [-0.2, 0.0, 0.3], [0.0, 0.1, -0.2], [0.1, 0.1, 0.1], [-0.2, -0.1, 0.0], [-0.2, 0.2, -0.3], [-0.1, 0.1, -0.2], [-0.1, -0.4, -0.2], [0.3, 0.0, -0.1], [0.1, 0.2, -0.4], [-0.4, 0.2, 0.2], [0.1, -0.4, 0.0], [-0.3, -0.1, 0.6], [0.1, 0.3, 0.2], [0.3, 0.0, 0.0], [0.0, -0.1, -0.2], [-0.3, -0.2, -0.1], [-0.1, -0.4, 0.1], [-0.2, -0.1, -0.2], [0.0, 0.1, 0.2], [-0.2, -0.2, -0.1]],
  "largest_force_ev_per_a": 4.293,
  "gap_ev": 7.1,
  "charge": 1
}

=====

{
  "formula": "C46H50N7O2S2Ta",
  "method": "ωB97M-V/def2-TZVPD",
  "elements": ["Ta", "C", "C", "C", "C", "C", "C", "C", "C", "C", "C", "C", "C", "C", "C", "C", "C", "N", "C", "C", "C", "N", "C", "C", "C", "N", "C", "C", "C", "C", "C", "C", "C", "C", "C", "C", "C", "C", "N", "C", "C", "H", "H", "H", "H", "H", "H", "H", "H", "H", "H", "H", "H", "H", "H", "H", "H", "H", "H", "H", "H", "H", "H", "H", "H", "H", "H", "H", "H", "H", "H", "H", "H", "H", "H", "H", "H", "H", "H", "H", "H", "H", "H", "H", "H", "N", "C", "C", "O", "O", "H", "H", "H", "H", "S", "C", "C", "C", "C", "N", "C", "C", "C", "S", "C", "N", "H", "H"],
  "coordinates": [[0.290911, 0.233961, 0.021280], [-5.815216, 0.053977, 1.516775], [-5.238630, -1.180816, 0.781938], [-3.691057, -1.243463, 1.030084], [-3.016560, -1.468410, 2.166565], [-3.575303, -2.038298, 3.452966], [-3.389808, -3.573698, 3.421959], [-1.616852, -1.405160, 1.867700], [-0.639648, -1.509054, 2.874456], [0.631610, -1.422115, 2.610707], [1.622544, -1.592759, 3.658321], [1.275675, -1.748996, 5.110643], [0.861209, -0.408669, 5.778998], [2.846124, -1.411230, 3.121776], [2.620662, -1.228141, 1.684344], [3.597878, -0.916724, 0.788971], [3.273530, -0.551024, -0.549165], [2.059772, -0.391704, -1.099053], [2.293890, -0.023650, -2.450395], [1.296857, 0.068499, -3.355991], [-0.022455, -0.180263, -3.126926], [-0.653036, -0.431233, -1.887545], [-1.984999, -0.483144, -2.203525], [-2.955512, -0.719035, -1.248053], [-2.710715, -0.948659, 0.064167], [-1.439988, -0.986259, 0.598089], [-2.204206, -0.177271, -3.557365], [-0.993676, 0.070361, -4.126753], [-0.763654, 0.429703, -5.549058], [-0.302922, -0.791627, -6.430162], [-3.517322, -0.163753, -4.252740], [-3.944779, -1.621644, -4.641993], [3.693204, 0.147442, -2.688633], [4.287952, -0.180126, -1.498101], [5.717800, -0.377915, -1.239564], [6.500454, 0.666808, -0.453422], [4.299541, 0.795002, -3.867125], [4.070503, 2.314357, -3.832555], [1.275361, -1.089878, 1.415187], [4.174389, -1.563630, 3.805368], [4.510108, -3.029669, 4.015069], [-6.915165, 0.016014, 1.311039], [-5.255039, 0.951186, 1.268634], [-5.664174, -0.040754, 2.534433], [-5.451878, -1.134536, -0.283498], [-5.711457, -2.123441, 1.092136], [-4.663873, -1.830362, 3.575306], [-3.111943, -1.601087, 4.319392], [-3.692187, -3.978553, 2.454505], [-3.856614, -4.129837, 4.213644], [-2.303914, -3.782605, 3.357738], [-0.915204, -1.631570, 3.859661], [2.175179, -2.138557, 5.687357], [0.514822, -2.515144, 5.277510], [1.496184, 0.370364, 5.375656], [0.907936, -0.523223, 6.848714], [-0.179674, -0.229617, 5.502747], [4.626010, -0.953923, 1.115180], [1.538971, 0.254776, -4.405625], [-4.026151, -0.787108, -1.643778], [-0.039633, 1.262053, -5.605501], [-1.650401, 0.914238, -5.954587], [0.753551, -0.977086, -6.166723], [-0.325344, -0.657695, -7.484887], [-0.875972, -1.640773, -6.112398], [-3.405558, 0.483030, -5.108348], [-4.373477, 0.310489, -3.663298], [-3.248988, -2.068762, -5.319252], [-4.900848, -1.544137, -5.083401], [-3.980230, -2.254636, -3.725748], [6.246667, -0.531269, -2.177058], [5.832546, -1.332526, -0.776752], [6.651453, 1.602170, -0.943006], [7.461575, 0.200889, -0.187822], [5.959579, 0.893485, 0.515386], [4.023742, 0.349478, -4.814834], [5.382697, 0.666393, -3.799193], [3.050323, 2.538417, -4.070285], [4.810793, 2.868335, -4.432455], [4.251447, 2.616292, -2.786669], [4.154483, -1.052554, 4.741174], [4.934344, -1.077173, 3.207507], [3.776743, -3.466360, 4.672143], [5.453710, -3.234413, 4.488121], [4.522013, -3.583119, 3.121886], [1.874110, 1.584895, 1.143543], [1.491715, 1.923590, 2.519694], [-0.030494, 1.674532, 2.670150], [-0.633598, 1.917012, 3.661389], [-0.492021, 1.080909, 1.608895], [2.815780, 1.270300, 1.170533], [1.804855, 2.446478, 0.659710], [1.738101, 2.940745, 2.834984], [2.078643, 1.314583, 3.243960], [0.474876, 2.310048, -1.421720], [-0.952769, 3.118600, -0.756101], [-2.150622, 2.599350, -1.321076], [-3.414607, 2.964203, -0.916988], [-4.479727, 2.295396, -1.573079], [-5.292637, 1.569813, -1.941124], [-3.509663, 3.963760, 0.055296], [-2.364343, 4.491695, 0.579844], [-0.990554, 4.091464, 0.264975], [0.392150, 4.727789, 1.059390], [-4.788356, 4.407657, 0.598765], [-5.832968, 4.749635, 0.883138], [-1.985673, 1.887688, -2.058668], [-2.452879, 5.270976, 1.312497]],
  "forces_ev_per_angstrom": [[-0.2, -0.3, -0.5], [-0.9, -1.1, -2.1], [1.7, 0.0, 0.6], [-2.5, 0.2, -0.6], [-0.4, -1.4, 1.6], [-1.1, -0.5, -0.5], [1.4, 0.4, -1.0], [-0.7, 1.2, 1.2], [-2.7, 0.1, -2.5], [4.1, 0.5, -0.1], [-0.1, 0.3, 0.6], [1.4, -0.4, 1.1], [-0.6, -1.2, -1.1], [-0.2, -1.0, -0.5], [0.1, 1.2, 0.8], [-0.7, 0.0, -1.3], [1.7, 0.3, 0.4], [-0.9, 0.4, -0.4], [0.3, -0.2, 1.2], [0.5, -0.3, -0.9], [-1.6, 0.5, 1.1], [1.3, 0.2, -1.1], [0.6, 0.0, 0.7], [-2.2, -0.2, -1.3], [0.3, 0.2, -1.0], [0.7, -0.4, -0.1], [-1.1, 0.1, -0.2], [0.0, -0.7, -0.2], [0.7, 0.4, -1.0], [0.9, 1.0, 2.0], [-1.3, -0.4, 0.8], [0.7, 1.0, 1.6], [-0.7, 0.0, 1.2], [-0.1, -0.3, -0.4], [1.1, 0.4, -0.7], [-0.7, -0.8, 2.0], [1.2, 0.2, -0.2], [0.8, -0.2, 0.9], [-0.4, -0.8, 0.3], [-0.1, -0.2, -0.9], [-0.1, 0.2, 1.0], [0.9, 0.9, 0.1], [-0.5, 0.2, -0.6], [0.1, -0.4, 2.3], [0.1, 0.3, -0.1], [0.1, 0.3, 0.3], [0.7, 0.1, -0.4], [0.4, 0.2, 0.4], [-0.6, 0.1, 0.1], [-0.1, -0.1, 0.4], [-0.3, -0.1, 0.6], [-0.8, -0.5, 1.8], [-0.9, 0.4, -0.9], [-0.1, 0.1, -0.2], [0.0, 0.4, 0.3], [0.2, 0.3, 0.4], [0.1, 0.5, 0.1], [0.0, 0.0, -0.2], [0.2, 0.2, 0.4], [1.7, 0.3, 0.8], [0.1, -0.5, 0.0], [-0.2, -0.4, 0.0], [-0.4, -0.2, -0.1], [-0.4, 0.3, -0.8], [-0.3, -0.6, -0.2], [-0.2, -0.1, -0.6], [1.4, -0.7, -0.5], [0.5, -0.3, -0.5], [-1.1, -0.3, -0.5], [-0.1, 0.4, -0.6], [0.0, 0.1, -0.4], [0.1, -0.7, 0.7], [0.1, 0.6, -0.6], [-0.1, 0.5, -0.1], [0.6, -0.2, -0.9], [-0.4, -0.1, -0.2], [0.0, -0.2, 0.0], [-0.5, 0.5, -0.3], [-0.6, -0.3, -0.1], [-0.2, 0.1, -0.4], [-0.1, 0.4, 0.8], [0.3, 0.1, -0.1], [-0.5, -0.3, 0.2], [0.6, 0.4, 0.3], [-0.2, -0.6, -1.4], [-0.7, -0.2, 1.0], [0.0, -0.5, 1.2], [2.5, 0.6, 0.4], [-0.8, 0.1, 0.7], [-1.2, -0.1, -1.3], [0.9, -0.3, -0.4], [0.1, 1.3, -1.1], [-0.3, 0.1, -0.6], [-0.7, -0.1, -0.5], [0.6, 0.2, 0.7], [-1.2, -1.1, -0.5], [1.2, 1.5, 1.6], [0.3, -0.1, -0.9], [-0.4, -0.3, 1.0], [-0.3, 0.1, -0.5], [-0.4, 0.3, 0.9], [1.6, 0.3, 0.3], [-0.9, 0.2, 0.0], [-0.6, -0.3, -0.3], [2.0, -0.7, -1.4], [-1.6, 0.5, 0.7], [-0.2, -1.0, -1.3], [-0.1, 0.2, 0.3]],
  "relative_energy_kj_mol": 169.4,
  "largest_force_ev_per_a": 4.113,
  "gap_ev": 4.7
}